# 1
{
  "formula": "C50H33BrCl2F4O2P3RbS2",
  "method": "ωB97M-V/def2-TZVPD",
  "elements": ["Rb", "S", "P", "C", "P", "S", "C", "C", "C", "C", "C", "C", "C", "C", "C", "C", "C", "C", "C", "C", "C", "C", "C", "C", "C", "C", "C", "C", "C", "C", "H", "H", "H", "H", "H", "H", "H", "H", "H", "H", "H", "H", "H", "H", "H", "H", "H", "H", "H", "H", "F", "C", "C", "F", "C", "F", "C", "P", "C", "C", "C", "C", "C", "C", "C", "C", "C", "C", "C", "C", "C", "Br", "C", "F", "H", "H", "H", "H", "H", "H", "H", "H", "H", "H", "Cl", "C", "C", "C", "Cl", "C", "O", "C", "C", "O", "C", "H", "H", "H"],
  "positions_angstrom": [[-0.349, -0.105, 0.126], [-0.134, -3.151, 2.129], [0.134, -1.654, 3.443], [0.743, -0.240, 2.811], [0.760, 1.307, 3.411], [0.367, 2.816, 2.126], [-0.314, 1.670, 4.872], [0.130, 1.713, 6.190], [-0.757, 1.930, 7.235], [-2.105, 2.105, 6.976], [-2.558, 2.073, 5.663], [-1.672, 1.863, 4.627], [2.430, 1.739, 4.081], [2.758, 3.038, 4.459], [4.038, 3.345, 4.880], [5.017, 2.357, 4.916], [4.702, 1.065, 4.526], [3.414, 0.761, 4.112], [-1.512, -1.461, 4.268], [-1.734, -1.548, 5.636], [-3.006, -1.375, 6.162], [-4.077, -1.111, 5.329], [-3.867, -1.017, 3.958], [-2.600, -1.190, 3.439], [1.111, -2.372, 4.847], [1.697, -1.526, 5.779], [2.438, -2.026, 6.836], [2.613, -3.395, 6.970], [2.041, -4.251, 6.038], [1.297, -3.743, 4.986], [1.184, 1.590, 6.412], [-0.388, 1.962, 8.253], [-2.802, 2.265, 7.790], [-3.611, 2.198, 5.449], [-2.021, 1.854, 3.600], [2.000, 3.809, 4.394], [4.282, 4.360, 5.171], [6.024, 2.600, 5.236], [5.460, 0.292, 4.539], [3.143, -0.235, 3.779], [-0.910, -1.754, 6.308], [-3.152, -1.439, 7.233], [-5.070, -0.976, 5.740], [-4.696, -0.812, 3.293], [-2.447, -1.132, 2.365], [1.571, -0.459, 5.672], [2.884, -1.343, 7.550], [3.198, -3.793, 7.791], [2.178, -5.321, 6.131], [0.851, -4.398, 4.249], [0.456, 3.746, -7.259], [0.815, 3.064, -6.168], [2.083, 2.510, -6.080], [2.951, 2.668, -7.085], [2.450, 1.818, -4.937], [3.710, 1.378, -4.906], [1.581, 1.632, -3.865], [1.962, 0.649, -2.346], [2.850, 1.885, -1.337], [3.181, 3.167, -1.763], [3.804, 4.052, -0.898], [4.112, 3.660, 0.396], [3.784, 2.385, 0.830], [3.147, 1.505, -0.028], [3.288, -0.476, -2.914], [4.644, -0.302, -2.663], [5.556, -1.255, -3.086], [5.123, -2.385, -3.763], [3.770, -2.573, -3.999], [2.854, -1.630, -3.561], [0.304, 2.222, -3.969], [-0.942, 2.137, -2.563], [-0.066, 2.924, -5.103], [-1.267, 3.495, -5.212], [2.941, 3.488, -2.769], [4.039, 5.053, -1.235], [4.582, 4.355, 1.079], [3.984, 2.087, 1.850], [2.851, 0.531, 0.348], [4.987, 0.581, -2.141], [6.609, -1.114, -2.884], [5.839, -3.129, -4.090], [3.422, -3.464, -4.503], [1.793, -1.795, -3.703], [-5.782, -4.287, -3.789], [-4.406, -3.339, -3.273], [-3.155, -3.593, -3.849], [-2.074, -2.861, -3.459], [-0.537, -3.184, -4.201], [-2.113, -1.808, -2.459], [-1.101, -1.161, -2.137], [-3.435, -1.603, -1.907], [-3.706, -0.618, -0.883], [-2.929, 0.146, -0.341], [-4.537, -2.365, -2.324], [-3.047, -4.364, -4.599], [-4.778, -0.593, -0.579], [-5.503, -2.173, -1.873]],
  "lowdin_charge": [0.624, 0.148, 0.283, -0.684, 0.296, 0.148, -0.321, -0.103, -0.107, -0.118, -0.100, -0.116, -0.364, -0.123, -0.107, -0.120, -0.101, -0.116, -0.314, -0.080, -0.110, -0.122, -0.095, -0.112, -0.327, -0.111, -0.096, -0.121, -0.107, -0.113, 0.094, 0.089, 0.087, 0.098, 0.091, 0.087, 0.089, 0.086, 0.095, 0.089, 0.096, 0.093, 0.087, 0.096, 0.080, 0.069, 0.095, 0.085, 0.088, 0.043, 0.113, -0.138, -0.141, 0.110, -0.215, 0.105, -0.300, 1.080, -0.377, -0.085, -0.089, -0.079, -0.072, -0.106, -0.364, -0.086, -0.091, -0.101, -0.083, -0.093, -0.568, 0.902, -0.267, 0.072, 0.096, 0.094, 0.100, 0.091, 0.104, 0.105, 0.096, 0.094, 0.100, 0.057, 0.585, -0.691, -0.154, -0.568, 0.683, -0.435, -0.242, -0.123, -0.246, -0.140, -0.092, 0.095, 0.119, 0.103],
  "homo_lumo_gap_ha": 0.18969,
  "charge": -2,
  "e_homo_ha": -0.0597
}

***

# 2
{
  "formula": "H4O2",
  "method": "ωB97M-V/def2-TZVPD",
  "elements": ["O", "H", "H", "O", "H", "H"],
  "positions_angstrom": [[0.906, 0.865, -0.895], [1.666, 0.322, -0.655], [1.311, 1.789, -0.856], [-1.487, -1.036, 1.168], [-1.161, -0.250, 0.688], [-1.235, -1.692, 0.550]],
  "lowdin_charge": [-0.088, 0.030, 0.075, -0.053, 0.032, 0.004],
  "homo_lumo_gap_ha": 0.44029,
  "e_homo_ha": -0.4162,
  "smiles": "O.O"
}

***

# 3
{
  "formula": "C4H6O2",
  "method": "ωB97M-V/def2-TZVPD",
  "elements": ["C", "C", "C", "O", "C", "O", "H", "H", "H", "H", "H", "H"],
  "positions_angstrom": [[0.859, -0.658, -0.622], [-0.245, -1.298, 0.169], [-1.538, -0.680, 0.375], [-1.739, 0.550, 0.562], [1.220, 0.558, 0.118], [1.654, 1.676, -0.362], [0.626, -0.205, -1.671], [1.814, -1.162, -0.800], [-0.272, -2.373, 0.218], [-1.554, -0.756, -1.435], [-2.245, -1.445, 0.775], [0.524, 0.590, 1.069]],
  "lowdin_charge": [-0.205, 0.029, -0.446, -0.101, -0.228, -0.009, 0.161, 0.128, 0.100, 0.316, 0.113, 0.144],
  "homo_lumo_gap_ha": 0.24851,
  "e_homo_ha": -0.3490
}

***

# 4
{
  "formula": "C53H43Br2Cl4N2O5SeSiSn",
  "method": "ωB97M-V/def2-TZVPD",
  "elements": ["Sn", "Cl", "C", "C", "Cl", "C", "Cl", "C", "O", "C", "O", "C", "Cl", "Br", "C", "C", "C", "N", "C", "C", "C", "C", "C", "Br", "C", "C", "N", "H", "H", "H", "H", "H", "H", "C", "C", "C", "C", "C", "C", "Se", "C", "C", "C", "H", "H", "H", "H", "H", "H", "H", "H", "H", "H", "H", "C", "C", "C", "C", "C", "C", "C", "C", "C", "C", "O", "O", "H", "H", "H", "H", "H", "H", "H", "H", "H", "H", "H", "O", "Si", "C", "C", "C", "C", "C", "C", "C", "C", "C", "C", "C", "C", "C", "C", "C", "C", "C", "C", "H", "H", "H", "H", "H", "H", "H", "H", "H", "H", "H", "H", "H", "H", "H"],
  "positions_angstrom": [[0.365, 0.004, 0.137], [3.079, 3.257, 6.020], [2.043, 2.388, 4.966], [1.162, 1.428, 5.503], [1.164, 1.144, 7.193], [0.310, 0.721, 4.683], [-0.760, -0.454, 5.338], [0.263, 0.942, 3.283], [-0.519, 0.342, 2.509], [1.192, 1.942, 2.718], [1.173, 2.145, 1.488], [2.062, 2.628, 3.611], [3.135, 3.787, 2.939], [-6.758, 1.916, -0.036], [-4.907, 1.508, -0.170], [-4.496, 0.193, -0.300], [-3.129, -0.034, -0.379], [-2.236, 0.930, -0.336], [-2.632, 2.194, -0.226], [-3.982, 2.536, -0.144], [-1.558, 3.199, -0.233], [-1.750, 4.505, 0.211], [-0.674, 5.371, 0.152], [-0.923, 7.178, 0.688], [0.554, 4.932, -0.308], [0.634, 3.609, -0.724], [-0.388, 2.782, -0.704], [-5.201, -0.622, -0.341], [-2.732, -1.033, -0.476], [-4.309, 3.562, -0.081], [-2.697, 4.838, 0.606], [1.416, 5.580, -0.338], [1.560, 3.192, -1.088], [0.049, -0.083, -8.874], [0.019, -0.037, -7.376], [-1.180, 0.030, -6.680], [-1.214, 0.134, -5.301], [-2.529, 0.200, -4.587], [-0.007, 0.194, -4.582], [-0.078, 0.650, -2.704], [1.212, 0.053, -5.266], [2.528, 0.016, -4.554], [1.200, -0.054, -6.648], [-0.958, -0.054, -9.282], [0.540, -0.991, -9.221], [0.609, 0.767, -9.263], [-2.113, 0.013, -7.229], [-3.354, 0.080, -5.285], [-2.632, 1.158, -4.075], [-2.581, -0.582, -3.829], [2.385, -0.066, -3.479], [3.095, 0.923, -4.762], [3.120, -0.833, -4.896], [2.142, -0.142, -7.175], [2.440, -5.902, 3.418], [2.694, -4.585, 2.743], [2.745, -4.488, 1.360], [3.048, -3.289, 0.728], [3.093, -3.190, -0.766], [3.284, -2.162, 1.508], [3.183, -2.217, 2.893], [3.369, -0.978, 3.719], [2.903, -3.436, 3.494], [3.649, -0.851, 0.818], [4.808, -0.474, 0.856], [2.677, -0.268, 0.239], [2.035, -6.626, 2.715], [1.736, -5.789, 4.239], [3.370, -6.297, 3.829], [2.532, -5.359, 0.757], [3.119, -4.174, -1.231], [3.959, -2.610, -1.084], [2.200, -2.667, -1.108], [2.995, -0.111, 3.177], [4.427, -0.812, 3.920], [2.841, -1.057, 4.667], [2.842, -3.484, 4.573], [-0.494, -2.184, -0.203], [-1.154, -3.563, -0.547], [-0.752, -5.039, 0.604], [-0.889, -4.881, 1.979], [-0.812, -5.959, 2.843], [-0.567, -7.231, 2.350], [-0.360, -7.400, 0.993], [-0.455, -6.315, 0.138], [-0.744, -4.045, -2.346], [-1.163, -5.232, -2.938], [-0.800, -5.553, -4.233], [-0.039, -4.670, -4.981], [0.357, -3.466, -4.424], [0.013, -3.175, -3.117], [-3.072, -3.491, -0.413], [-3.665, -3.273, 0.827], [-5.038, -3.204, 0.978], [-5.863, -3.351, -0.124], [-5.296, -3.571, -1.368], [-3.919, -3.639, -1.506], [-1.056, -3.893, 2.380], [-0.951, -5.810, 3.907], [-0.518, -8.082, 3.019], [-0.132, -8.383, 0.598], [-0.284, -6.474, -0.916], [-1.788, -5.916, -2.380], [-1.114, -6.497, -4.661], [0.237, -4.919, -5.996], [0.930, -2.757, -5.006], [0.335, -2.241, -2.675], [-3.033, -3.153, 1.693], [-5.467, -3.035, 1.958], [-6.940, -3.303, -0.012], [-5.934, -3.690, -2.235], [-3.493, -3.812, -2.485]],
  "lowdin_charge": [1.423, 0.676, -0.717, -0.723, 0.676, -0.631, 0.706, -0.404, -0.107, -0.395, -0.092, -0.619, 0.719, 0.736, -0.657, -0.065, -0.096, 0.042, -0.207, -0.051, -0.211, -0.054, -0.660, 0.736, -0.080, -0.139, 0.005, 0.091, 0.083, 0.100, 0.100, 0.107, 0.123, -0.053, -0.268, -0.017, -0.303, -0.089, -0.483, 0.862, -0.314, -0.067, -0.026, 0.071, 0.080, 0.080, 0.111, 0.074, 0.066, 0.069, 0.031, 0.088, 0.084, 0.122, -0.059, -0.270, -0.009, -0.204, -0.022, -0.070, -0.201, -0.015, -0.010, -0.662, 0.061, -0.203, 0.058, 0.069, 0.077, 0.111, 0.081, 0.089, 0.059, 0.070, 0.096, 0.076, 0.114, -0.469, 0.439, -0.199, -0.099, -0.104, -0.118, -0.099, -0.100, -0.209, -0.128, -0.096, -0.095, -0.073, -0.093, -0.216, -0.101, -0.099, -0.119, -0.100, -0.093, 0.100, 0.103, 0.099, 0.097, 0.080, 0.100, 0.096, 0.095, 0.093, 0.057, 0.095, 0.102, 0.097, 0.097, 0.092],
  "homo_lumo_gap_ha": [0.19080, 0.22344],
  "charge": -1,
  "e_homo_ha": [-0.1943, -0.2027]
}

***

no.,F_max (eV/A)
1,0.92
2,2.19
3,6.97
4,1.99